ORCA calculation (ωB97M-V with the def2-TZVPD basis set) on a structure of composition C5H10O2 in a non-equilibrium geometry.

XYZ file:
```
17
Properties=species:S:1:pos:R:3:mulliken_charge:R:1
O -2.077 0.319 0.489 -0.595
O 0.884 -0.417 -1.207 -0.430
C -1.425 1.223 -0.180 -0.275
C 0.042 -1.391 0.869 -0.967
C 0.355 0.770 -0.835 -0.156
C 1.142 1.261 0.193 -0.517
C 0.458 -1.591 -0.549 -0.193
H -1.933 1.512 -1.115 0.317
H -0.588 -2.235 1.178 0.410
H -0.802 -0.543 0.861 0.242
H 2.124 0.918 0.499 0.294
H -1.349 2.140 0.421 0.301
H -0.416 -1.926 -1.115 0.265
H 0.888 -1.349 1.545 0.289
H 1.269 -2.317 -0.641 0.298
H 0.367 1.390 -1.741 0.424
H 0.900 2.236 0.606 0.291
```

The HOMO energy (spin up / spin down) is -9.132 / -8.940 eV. The value obtained for the energy above the lowest of the compared OMol25 structures with the same formula, charge and spin is 157.7 kcal per mole. Its multiplicity is 1. The calculation puts the total energy at -346.77405 hartree. The largest force on an atom comes out at 4.18 eV/A.